(1)
An isolated molecule of C4H7N3 at a distorted geometry, computed with ωB97M-V/def2-TZVPD.

Output
Frontier orbital gap   10.189 eV
E_HOMO   -9.36 eV
SMILES   [H]/N=C(\C#N)NCC
Maximum force   2.124 eV Å⁻¹
E   -8729.433 eV
ΔE to the lowest compared entry with this formula, charge and spin   216.78 kJ/mol

Each line ends with the Mulliken charge.
CARTESIAN COORDINATES (ANGSTROEM)
H1 2.24 -1.51 -0.96  0.228
N1 1.37 -1.25 -0.51  -0.664
C1 1.42 -0.07 -0.03  0.746
C2 2.68 0.73 -0.10  -0.018
N2 3.70 1.26 -0.20  -0.363
N3 0.31 0.46 0.53  -0.382
C3 -1.15 -0.56 0.54  -0.267
C4 -2.04 0.31 -0.30  -0.882
H2 0.50 1.36 1.01  0.185
H3 -1.23 -1.59 0.10  0.226
H4 -1.24 -0.68 1.61  0.328
H5 -1.42 0.35 -1.20  0.263
H6 -2.12 1.30 0.13  0.273
H7 -3.02 -0.08 -0.61  0.327


(2)
The ion C4H4N3O with charge +1 at a distorted geometry, computed with ωB97M-V/def2-TZVPD.

Output
Frontier orbital gap   8.439 eV
E_HOMO   -13.93 eV
SMILES   O=C1N=C=C[NH+]=CN1
Net charge   +1
Maximum force   3.139 eV Å⁻¹
E   -10719.885 eV
ΔE to the lowest compared entry with this formula, charge and spin   212.21 kJ/mol

Each line ends with the Mulliken charge.
CARTESIAN COORDINATES (ANGSTROEM)
O1 3.04 -0.66 0.11  -0.274
C1 1.95 -0.27 0.01  0.337
N1 1.42 1.00 0.29  -0.325
C2 0.35 1.52 -0.09  0.570
C3 -1.03 1.57 -0.12  -0.404
N2 -1.32 0.19 0.19  -0.120
C4 -0.55 -0.90 0.08  0.090
N3 0.70 -1.10 -0.38  -0.214
H1 -1.89 2.28 -0.28  0.382
H2 -2.24 0.21 0.50  0.227
H3 -1.24 -1.67 0.22  0.388
H4 0.80 -2.16 -0.53  0.341


(3)
An isolated molecule of C8H11I2O4P at a distorted geometry, computed with ωB97M-V/def2-TZVPD.

Output
Frontier orbital gap   8.835 eV
E_HOMO   -8.76 eV
SMILES   C#CCCCO[P@](=O)(O)O/C(I)=C(/C)I
Maximum force   1.040 eV Å⁻¹
E   -42154.636 eV

Each line ends with the Mulliken charge.
CARTESIAN COORDINATES (ANGSTROEM)
C1 2.79 -2.61 -0.32  0.082
C2 2.86 -1.42 -0.33  -0.535
C3 2.83 0.04 -0.37  -0.505
C4 1.99 0.58 0.80  -0.741
C5 1.11 1.77 0.48  -0.777
O1 -0.28 1.38 0.29  -0.143
P1 -0.71 1.18 -1.20  1.021
O2 0.08 0.22 -1.96  -0.603
O3 -0.71 2.62 -1.87  -0.540
O4 -2.29 0.82 -1.12  -0.353
C6 -2.71 0.13 0.00  -0.315
I1 -3.35 1.33 1.61  0.039
C7 -2.78 -1.20 0.08  0.535
C8 -3.24 -1.96 1.29  -1.348
I2 -2.27 -2.41 -1.56  0.095
H1 2.74 -3.66 -0.21  0.430
H2 3.86 0.38 -0.27  0.331
H3 2.44 0.34 -1.34  0.278
H4 2.67 0.90 1.58  0.408
H5 1.39 -0.21 1.25  0.387
H6 1.47 2.35 -0.37  0.445
H7 1.10 2.45 1.32  0.366
H8 -1.06 2.50 -2.76  0.343
H9 -4.14 -1.53 1.71  0.403
H10 -2.44 -1.96 2.03  0.304
H11 -3.42 -2.99 1.04  0.394


(4)
An isolated molecule of C2H6IOPS at a distorted geometry, computed with ωB97M-V/def2-TZVPD.

Output
Frontier orbital gap   7.878 eV
E_HOMO   -8.69 eV
SMILES   CCPOSI
Maximum force   5.013 eV Å⁻¹
E   -32441.516 eV
ΔE to the lowest compared entry with this formula, charge and spin   49.41 kJ/mol

Each line ends with the Mulliken charge.
CARTESIAN COORDINATES (ANGSTROEM)
C1 -1.83 0.59 -0.39  -1.088
C2 -0.59 0.20 0.41  -0.294
P1 0.53 -0.73 -0.59  0.103
O1 1.65 -0.72 0.60  -0.334
S1 3.42 -1.06 -0.03  -0.004
I1 4.05 1.22 -0.02  0.111
H1 -1.62 1.40 -1.01  0.345
H2 -2.27 -0.18 -1.01  0.347
H3 -2.70 0.80 0.34  0.276
H4 -0.86 -0.49 1.40  0.270
H5 0.01 0.99 0.77  0.293
H6 0.21 -2.02 -0.46  -0.026


(5)
The ion C2H3Cl2N4 with charge +1 at a distorted geometry, computed with ωB97M-V/def2-TZVPD.

Output
Frontier orbital gap (spin up / spin down)   7.341 / 7.335 eV
E_HOMO (spin up / spin down)   -12.93 / -12.93 eV
Net charge   +1
Maximum force   3.772 eV Å⁻¹
E   -33117.332 eV
ΔE to the lowest compared entry with this formula, charge and spin   130.53 kJ/mol

Each line ends with the Mulliken charge.
CARTESIAN COORDINATES (ANGSTROEM)
C1 0.11 -0.68 0.21  0.494
C2 -0.46 1.49 -0.64  0.435
N1 0.04 -1.08 -1.08  0.475
N2 -0.17 -1.02 -2.19  -0.412
N3 -0.40 0.54 0.29  -0.210
N4 0.54 -1.35 1.33  -0.514
Cl1 -1.35 2.90 -0.18  -0.073
Cl2 0.57 1.68 -2.07  -0.024
H1 -0.88 0.76 1.20  0.302
H2 0.56 -2.34 1.52  0.262
H3 1.44 -0.90 1.61  0.266


(6)
The ion C5H14N3 with charge +1 at a distorted geometry, computed with ωB97M-V/def2-TZVPD.

Output
Frontier orbital gap   11.457 eV
E_HOMO   -14.43 eV
SMILES   CCCCNC(N)=[NH2+]
Net charge   +1
Maximum force   1.233 eV Å⁻¹
E   -9877.166 eV
ΔE to the lowest compared entry with this formula, charge and spin   0.00 kJ/mol

Each line ends with the Mulliken charge.
CARTESIAN COORDINATES (ANGSTROEM)
C1 2.64 1.50 -1.15  -1.203
C2 1.88 0.86 0.00  -0.373
C3 0.37 1.12 0.00  -0.215
C4 -0.42 0.09 -0.83  -1.249
N1 -0.68 -1.16 -0.11  -0.113
C5 -1.69 -1.34 0.72  0.742
N2 -1.83 -2.47 1.41  -0.391
N3 -2.62 -0.39 0.89  -0.379
H1 2.22 2.45 -1.47  0.324
H2 2.70 0.86 -2.05  0.306
H3 3.70 1.67 -0.92  0.360
H4 2.28 1.25 0.93  0.326
H5 2.11 -0.21 0.03  0.228
H6 0.02 1.09 1.03  0.343
H7 0.16 2.08 -0.46  0.341
H8 0.19 -0.19 -1.70  0.394
H9 -1.32 0.51 -1.29  0.370
H10 0.12 -1.78 -0.01  0.288
H11 -1.21 -3.25 1.27  0.213
H12 -2.50 -2.52 2.15  0.216
H13 -2.54 0.49 0.41  0.228
H14 -3.56 -0.65 1.14  0.243